No. 1
C2H5NS2 | the ωB97M-V functional and the def2-TZVPD basis

ORCA input file:
```
! wB97M-V def2-TZVPD RIJCOSX def2/J DEFGRID3
* xyz 0 1
C -0.32384 0.75918 0.06758
C 0.99351 -1.70475 -0.05457
N -0.57234 2.05021 -0.03134
S -2.41213 -0.44168 0.34578
S 1.21463 0.13760 -0.03463
H 1.48710 -2.37911 0.56629
H 1.18149 -1.92433 -1.02540
H -0.09487 -1.68784 -0.06301
H -1.48801 2.43046 -0.18770
H 0.01446 2.76025 0.41700
*
```

energy relative to the best compared isomer or geometry (same formula, charge and spin): 86.2 kcal/mol
HOMO: -7.8813 eV
total energy: -25312.0889 eV
LUMO energy: -0.39 eV
frontier orbital gap: 7.49 eV

No. 2
C2H5O | the ωB97M-V functional and the def2-TZVPD basis

ORCA input file:
```
! wB97M-V def2-TZVPD RIJCOSX def2/J DEFGRID3
* xyz -1 1
O -1.38251 2.31177 1.16551
H -0.46645 2.16268 0.97546
C 0.87184 -0.77186 -0.73557
C -0.22726 -0.64162 0.13473
H 1.42640 -1.67681 -0.79085
H 0.78666 -0.23710 -1.62978
H -0.65446 -1.56506 0.58327
H -0.35423 0.41799 0.29723
*
```

energy relative to the best compared isomer or geometry (same formula, charge and spin): 51.0 kcal/mol
HOMO: -2.1302 eV
total energy: -4199.5839 eV
LUMO energy: 4.17 eV
frontier orbital gap: 6.30 eV

No. 3
C2H5O2 | the ωB97M-V functional and the def2-TZVPD basis

ORCA input file:
```
! wB97M-V def2-TZVPD RIJCOSX def2/J DEFGRID3
* xyz -1 1
O 2.55744 -0.14304 0.03496
H 2.15523 -0.82633 0.57518
O 0.12235 1.33357 0.11363
C -0.98587 0.74891 -0.10364
C -1.23170 -0.62319 0.01438
H -1.78855 1.42020 -0.46522
H -0.69408 -1.24615 0.71371
H -1.87415 -1.04312 -0.75346
H 1.73933 0.37914 -0.12954
*
```

energy relative to the best compared isomer or geometry (same formula, charge and spin): 29.5 kcal/mol
HOMO: -2.2661 eV
total energy: -6249.8585 eV
LUMO energy: 4.79 eV
frontier orbital gap: 7.05 eV

No. 4
C2H5O2S | the ωB97M-V functional and the def2-TZVPD basis

ORCA input file:
```
! wB97M-V def2-TZVPD RIJCOSX def2/J DEFGRID3
* xyz -1 1
C 0.38329 -0.41921 1.60212
C 0.45740 0.49213 -1.09845
O -0.47322 -1.82064 -0.47377
O -2.31359 0.87565 -0.57021
S -0.45630 -0.45399 0.02454
H -0.02766 -1.18403 2.33735
H 0.47993 0.54771 2.11596
H -0.25690 0.73206 -1.82657
H 0.96220 1.32982 -0.60237
H 1.24485 -0.09950 -1.50861
*
```

energy relative to the best compared isomer or geometry (same formula, charge and spin): 160.6 kcal/mol
HOMO (alpha / beta): -3.0807 / -3.6635 eV
total energy: -17080.1776 eV
LUMO energy (alpha / beta): 4.27 / 3.57 eV
frontier orbital gap (alpha / beta): 7.35 / 7.24 eV

No. 5
C2H5O2S2 | the ωB97M-V functional and the def2-TZVPD basis

ORCA input file:
```
! wB97M-V def2-TZVPD RIJCOSX def2/J DEFGRID3
* xyz -1 1
C 0.42292 1.20971 -1.44329
S -0.13102 -0.43742 -2.17333
S 0.50789 -1.98446 -0.92844
H 1.49216 1.39448 -1.65522
H -0.05868 1.96588 -2.19108
H 0.13267 1.40982 -0.45533
H 0.57645 -1.44488 1.06138
O -1.67475 -0.88586 2.71833
C -0.80099 -0.42796 2.00152
O 0.40579 -1.05962 1.95426
H -0.87244 0.26030 1.11119
*
```

energy relative to the best compared isomer or geometry (same formula, charge and spin): 21.3 kcal/mol
HOMO: -2.9099 eV
total energy: -27921.7095 eV
LUMO energy: 3.56 eV
frontier orbital gap: 6.47 eV

No. 6
C2H5O3 | the ωB97M-V functional and the def2-TZVPD basis

ORCA input file:
```
! wB97M-V def2-TZVPD RIJCOSX def2/J DEFGRID3
* xyz -1 1
O -1.62455 3.11361 -1.56424
H -1.42993 2.62976 -0.72981
H -0.74083 3.29965 -1.95498
O -1.33182 1.60493 0.54047
O 0.00000 0.00000 0.00000
C -1.10085 0.42066 0.40803
C -2.17319 -0.53409 0.72809
H -3.06620 -0.38714 0.09756
H -2.48039 -0.49873 1.78685
H -1.75357 -1.53200 0.51666
*
```

energy relative to the best compared isomer or geometry (same formula, charge and spin): 8.8 kcal/mol
HOMO: -3.9433 eV
total energy: -8299.2935 eV
LUMO energy: 4.47 eV
frontier orbital gap: 8.41 eV

No. 7
C2H5O3 | the ωB97M-V functional and the def2-TZVPD basis

ORCA input file:
```
! wB97M-V def2-TZVPD RIJCOSX def2/J DEFGRID3
* xyz 0 2
H 3.87812 2.67897 1.22334
C 4.87410 2.27899 1.38426
O 5.58916 2.36337 0.16129
C 6.82000 1.89589 0.26355
O 7.27454 1.44540 1.30229
H 5.39824 2.83572 2.15509
H 4.83087 1.24530 1.71361
H 7.30594 1.99924 -0.73329
O 1.43544 3.58938 1.08253
H 0.99752 3.96904 0.27757
*
```

⟨S²⟩: 0.753
energy relative to the best compared isomer or geometry (same formula, charge and spin): 27.2 kcal/mol
HOMO (alpha / beta): -10.7238 / -10.7238 eV
total energy: -8294.5924 eV
LUMO energy (alpha / beta): 0.72 / -2.36 eV
frontier orbital gap (alpha / beta): 11.45 / 8.37 eV

No. 8
C2H5O3S | the ωB97M-V functional and the def2-TZVPD basis

ORCA input file:
```
! wB97M-V def2-TZVPD RIJCOSX def2/J DEFGRID3
* xyz -1 1
C 1.84060 1.23891 -0.01160
S 0.87612 -0.16884 0.21519
O 0.86745 -0.96702 -0.97950
O 1.23780 -0.91262 1.39799
O -0.73059 0.39282 0.41550
C -1.60740 -0.56816 -0.18711
H 1.99118 1.75119 0.88217
H 1.06240 1.74548 -0.61547
H -1.83938 -0.27170 -1.24415
H -2.58975 -0.75403 0.40421
H -1.10844 -1.48603 -0.27722
*
```

SMILES: C=[S@@](=O)([O-])OC
energy relative to the best compared isomer or geometry (same formula, charge and spin): 46.6 kcal/mol
HOMO: -3.2459 eV
total energy: -19131.6413 eV
LUMO energy: 3.99 eV
frontier orbital gap: 7.23 eV

No. 9
C2H5O4S | the ωB97M-V functional and the def2-TZVPD basis

ORCA input file:
```
! wB97M-V def2-TZVPD RIJCOSX def2/J DEFGRID3
* xyz -1 1
C -0.64320 1.09872 -1.32067
C -0.81654 0.31590 0.06036
O 0.80212 -2.27868 0.64793
O 1.74331 -0.17519 1.65654
O -0.44674 0.99015 1.00981
O -1.31692 -0.79024 0.06835
S 1.76874 -1.03729 0.31442
H -1.55087 1.71932 -1.28664
H -0.77267 0.45431 -2.17282
H 0.35548 1.35406 -1.26619
H 0.93227 0.38753 1.56279
H -0.05499 -2.03860 0.72612
*
```

energy relative to the best compared isomer or geometry (same formula, charge and spin): 23.8 kcal/mol
HOMO: -4.1218 eV
total energy: -21181.2258 eV
LUMO energy: 3.76 eV
frontier orbital gap: 7.88 eV

No. 10
C2H5O5PSi | the ωB97M-V functional and the def2-TZVPD basis

ORCA input file:
```
! wB97M-V def2-TZVPD RIJCOSX def2/J DEFGRID3
* xyz 0 1
C 1.18932 1.36752 0.78450
C -0.71487 -1.08270 -0.59884
O 4.66570 0.03547 -0.77761
O 2.85462 1.42403 0.41235
O 1.72921 -1.33887 1.12324
O 3.09941 -1.07444 0.93866
O 2.05011 -0.31112 -1.13057
Si 0.88880 -0.38603 0.05161
P 3.33623 0.06418 -0.22542
H 1.20730 1.47911 1.86321
H 0.82061 2.25487 0.29294
H -1.02226 -1.94725 -0.02674
H -1.49951 -0.34297 -0.54015
H -0.59354 -1.37621 -1.63501
*
```

energy relative to the best compared isomer or geometry (same formula, charge and spin): 15.3 kcal/mol
HOMO: -10.6391 eV
total energy: -29560.6389 eV
LUMO energy: -0.13 eV
frontier orbital gap: 10.51 eV